C29H43BN11O3PRhS as an isolated structure. Source: the Open Molecules 2025 dataset; level of theory: ωB97M-V/def2-TZVPD.

Properties
frontier orbital gap (spin up / spin down): 0.318 / 0.188 Eh
energy above the lowest of the compared OMol25 structures with the same formula, charge and spin: 0.00 kJ/mol
highest occupied orbital energy (spin up / spin down): -0.4980 / -0.4980 Ha

Structure (ORCA input):
```
! RIJCOSX wB97M-V def2-TZVPD def2/J DEFGRID3
* xyz 2 6
C -1.68285 3.68666 2.55061
N -1.45299 1.08391 -1.00942
H -0.75140 -2.71415 3.27735
N 1.56703 -2.72593 -0.28304
C -2.73876 0.34723 -3.01543
O -0.09198 -4.66121 -0.30390
C 4.35994 -0.78316 -3.02377
H -5.90518 -5.36414 1.02965
H -2.31945 -4.09347 -3.45213
C -4.70903 -2.37038 0.25882
N 0.90927 2.66801 -0.11838
C -3.50580 -3.45246 -1.76981
S 1.19335 -4.30100 -0.92011
H 4.77864 -1.77157 -2.83511
H -6.88314 -5.19991 -1.00128
H 1.72738 0.51909 -3.29551
C -2.44058 -1.79699 -0.42764
C 3.22398 0.24392 1.02329
C -5.41364 -4.79553 0.24288
C 4.22950 0.02444 -1.73070
H 4.74061 0.76242 2.45452
H 1.12895 1.95183 -4.12407
H 3.87186 -4.03544 0.49913
H 1.62379 5.85499 4.14925
H -1.84611 -0.20843 -3.29668
N 0.00655 1.14979 1.75081
H -3.54475 -0.35993 -2.80792
N -0.58559 3.54709 1.75309
H 0.84120 -2.92214 2.60969
H 5.04233 -0.27429 -3.70299
H 0.11955 6.67413 4.58001
H 5.23218 -0.55480 1.39799
H 0.19987 2.13141 3.59693
H 3.41163 -0.90629 -3.54532
H -2.07915 5.08772 4.18871
H -6.31340 -3.10591 1.15984
C -3.53668 -2.61265 -0.66365
C -2.56616 2.87319 -0.36800
C 1.98800 3.64059 -1.79273
P 2.89681 -0.50684 -0.60818
C 3.95176 -2.94669 0.50481
C 1.45310 3.83225 -0.53961
C -3.22581 2.35902 -1.45783
C 0.03355 -0.92865 2.45903
N -5.53659 -3.39494 0.58146
N -1.34906 -1.81719 -1.19633
C -1.42191 4.69975 3.42711
N -0.03310 -0.15026 1.34459
C 2.98274 -2.34433 -0.50073
C 0.17147 -0.11454 3.56481
B -0.29140 2.41315 0.82154
C 0.67835 6.23060 3.75878
O -4.85836 -1.24764 0.70166
C 4.69188 0.39015 1.43181
H 1.36249 -2.78453 0.71353
C 1.87845 1.59363 -3.41651
C -1.32003 -2.63754 -2.26032
H 5.15170 -0.05330 -1.14939
C -0.11537 -2.41493 2.44511
C -2.48638 1.23592 -1.84293
H 2.85594 1.76910 -3.86266
H 0.90564 7.01694 3.03940
H 3.24568 -2.66039 -1.51576
C -2.37456 -3.45890 -2.57833
N -1.50575 2.08832 -0.09142
H -2.54874 3.05089 2.44611
H 0.23357 -0.41691 4.59722
C 0.14963 1.18919 3.07258
H -2.46633 -1.09444 0.39415
H -0.56938 -2.78450 1.52562
O -5.92193 -5.12447 -1.02788
H 3.74283 -2.59272 1.51691
N 0.38799 4.42368 2.12085
H 2.73883 1.22381 0.99470
H 2.48649 4.37291 -2.40580
H 1.40259 4.69931 0.09789
Rh 0.24733 -0.37111 -0.70606
H 2.66479 -0.35001 1.75181
N 1.08439 1.73101 -1.09077
H 4.07800 1.08975 -1.91472
H -3.04507 0.94597 -3.87148
H -2.77030 3.75379 0.21737
H -4.35732 -4.07518 -2.01581
H -4.11295 2.74740 -1.92915
H -4.36241 -5.07349 0.23071
H 5.21187 1.11034 0.80178
H 4.98308 -2.69012 0.25956
C -0.10853 5.13389 3.11695
C 1.70732 2.30567 -2.11694
H -0.42596 -2.60949 -2.87421
*
```

***

An isolated ion of composition C6H11N2S and charge +1 in a non-equilibrium geometry. Source: the Open Molecules 2025 dataset; level of theory: ωB97M-V/def2-TZVPD.

Properties
frontier orbital gap (spin up / spin down): 0.244 / 0.246 Eh
energy above the lowest of the compared OMol25 structures with the same formula, charge and spin: 138.13 kJ/mol
highest occupied orbital energy (spin up / spin down): -0.3455 / -0.4863 Ha

Structure (ORCA input):
```
! RIJCOSX wB97M-V def2-TZVPD def2/J DEFGRID3
* xyz 1 3
C -1.73846 -0.99487 -1.75826
C 2.11053 1.06119 0.03545
H -2.26534 -2.04828 -1.98348
S 2.14941 -0.48038 -0.99584
H 3.13144 1.24271 0.21272
H -2.63693 -1.02942 0.14579
N -1.75612 -0.89059 -0.27702
H -2.34883 -0.23045 -2.24834
H -0.31660 -1.70171 0.96371
N 0.04756 0.59220 1.22360
H -0.17419 1.40953 0.69037
H 1.70502 1.92073 -0.44825
H 1.95216 -0.23116 1.53372
C 0.40582 -0.71762 -1.06962
H -0.08095 -0.57685 -3.12534
C -0.45399 -0.79328 0.22148
C 1.48412 0.70105 1.38711
H -0.37963 0.54086 2.12355
C -0.34665 -0.88273 -2.17718
H 1.76619 1.40195 2.13176
*
```

***

A 2-piece molecular cluster, C4H11NO2 overall in a non-equilibrium geometry. Source: the Open Molecules 2025 dataset; level of theory: ωB97M-V/def2-TZVPD.

Properties
frontier orbital gap: 0.384 Eh
energy above the lowest of the compared OMol25 structures with the same formula, charge and spin: 163.11 kJ/mol
highest occupied orbital energy: -0.3613 Ha

Structure (ORCA input):
```
! RIJCOSX wB97M-V def2-TZVPD def2/J DEFGRID3
* xyz 0 1
H -2.83870 -2.67657 -0.40988
H 2.95795 1.58969 0.86995
N -1.13434 -1.03892 1.17128
O -2.75420 0.12090 0.09911
O 2.04375 -0.10801 -0.26472
H -1.03580 -0.43762 1.92904
H 1.58838 2.65630 1.27245
H -2.23573 -1.52439 -1.92581
C 1.26108 1.03334 -0.18191
H -1.26195 -2.54929 -1.03640
H -0.34179 -1.56729 0.90868
C -2.01655 -0.82223 0.09011
H 2.50908 2.91967 -0.20134
C 2.08504 2.18119 0.46612
H 0.29245 0.84959 0.49060
H 2.16684 -0.13634 -1.28164
C -2.15729 -1.92533 -0.90248
H 0.87178 1.43531 -1.09316
*
```

***

One molecule with the formula C6H7Br in a non-equilibrium geometry. Source: the Open Molecules 2025 dataset; level of theory: ωB97M-V/def2-TZVPD.

Properties
frontier orbital gap: 0.374 Eh
energy above the lowest of the compared OMol25 structures with the same formula, charge and spin: 232.26 kJ/mol
highest occupied orbital energy: -0.3456 Ha

Structure (ORCA input):
```
! RIJCOSX wB97M-V def2-TZVPD def2/J DEFGRID3
* xyz 0 1
C -3.57929 -0.52852 -0.19738
Br -5.28800 0.10056 -0.37131
H 0.21484 1.84894 -0.97243
H 1.93282 0.60474 0.10657
C -1.07472 -1.22606 0.05154
H -1.13148 -2.18020 -0.61263
C -0.05603 -0.20858 -0.48333
H 1.07953 0.05365 1.41845
C -0.18252 1.15773 -0.10159
H -0.79386 -1.38116 1.10457
C 0.97514 0.36523 0.38789
H -1.06871 1.42126 0.44107
H 0.21704 -0.52263 -1.52533
C -2.38168 -0.71030 -0.11828
*
```

***

A 2-piece molecular cluster, C2H2N2O overall in a non-equilibrium geometry. Source: the Open Molecules 2025 dataset; level of theory: ωB97M-V/def2-TZVPD.

Properties
frontier orbital gap: 0.371 Eh
energy above the lowest of the compared OMol25 structures with the same formula, charge and spin: 339.91 kJ/mol
highest occupied orbital energy: -0.3351 Ha

Structure (ORCA input):
```
! RIJCOSX wB97M-V def2-TZVPD def2/J DEFGRID3
* xyz 0 1
C 1.70825 1.53219 -1.74272
O 1.07240 2.16849 -1.08471
C -0.76536 -0.35285 -0.47239
H 0.43333 -1.41815 1.93123
N -0.46443 -1.53108 1.54170
N -0.56704 -0.78629 0.60470
H -1.41714 0.38768 -0.77782
*
```

***

C4H5AgLiO2 as an isolated structure in a non-equilibrium geometry. Source: the Open Molecules 2025 dataset; level of theory: ωB97M-V/def2-TZVPD.

Properties
frontier orbital gap (spin up / spin down): 0.342 / 0.194 Eh
energy above the lowest of the compared OMol25 structures with the same formula, charge and spin: 156.01 kJ/mol
highest occupied orbital energy (spin up / spin down): -0.6704 / -0.6558 Ha

Structure (ORCA input):
```
! RIJCOSX wB97M-V def2-TZVPD def2/J DEFGRID3
* xyz 2 2
C -0.59881 0.20414 -0.40203
C 1.35857 -0.55209 0.71098
C 1.20435 0.89596 0.98955
C -0.00138 1.41672 0.21054
H 2.15744 1.39396 0.75311
H 1.10150 0.98442 2.08590
H 0.25608 2.11470 -0.59847
O 0.39499 -0.86525 -0.16048
H -1.04567 -2.72899 -1.72283
O -1.67626 -0.08063 -0.81171
H -0.75689 1.91289 0.83363
Ag 0.21169 -2.95138 -0.51257
Li -2.60560 -1.74447 -1.37561
*
```

***

A 2-piece molecular cluster, C2H11N2O overall in a non-equilibrium geometry. Source: the Open Molecules 2025 dataset; level of theory: ωB97M-V/def2-TZVPD.

Properties
frontier orbital gap: 0.409 Eh
energy above the lowest of the compared OMol25 structures with the same formula, charge and spin: 3.93 kJ/mol
highest occupied orbital energy: -0.5206 Ha

Structure (ORCA input):
```
! RIJCOSX wB97M-V def2-TZVPD def2/J DEFGRID3
* xyz 1 1
N 0.22975 0.58711 0.74134
H 2.86815 -0.89379 2.19140
H -0.07515 1.63764 -1.10236
H -0.72409 0.55853 1.13377
H 0.80804 -0.20986 1.03445
H 1.00506 0.27326 -1.18324
N -2.19355 -0.08290 -0.25106
H -1.16489 -0.30999 -2.18583
C 0.06460 0.61797 -0.75561
H -2.78930 -0.90621 -0.17676
H 0.72738 1.40922 1.06925
O 2.56394 -0.68477 1.29484
H -2.74846 0.69935 -0.58012
H -0.77508 -1.36737 -0.80576
C -1.03382 -0.35507 -1.10569
H 3.23741 -0.97311 0.68140
*
```

***

Number 1: calculated total energy -2833.36332 Ha. Number 2: calculated total energy -742.47394 Ha. Number 3: calculated total energy -364.20605 Ha. Number 4: calculated total energy -2806.69508 Ha. Number 5: calculated total energy -262.03446 Ha. Number 6: calculated total energy -459.59301 Ha. Number 7: calculated total energy -267.32320 Ha.